[1]
191
Properties=species:S:1:pos:R:3:lowdin_charge:R:1 method="wB97M-V/def2-TZVPD" homo_lumo_gap_ev=8.6 energy_ev=-92301.7236 spin_multiplicity=1 homo_energy_ha=-0.30811 relative_energy_kj_mol=4.4
C -5.740 5.022 -3.510 -0.082
C -6.403 5.868 -2.387 -0.317
O -7.491 5.132 -1.880 -0.086
H -6.303 4.836 -4.425 0.067
H -5.466 4.014 -3.198 0.067
H -4.851 5.533 -3.879 0.065
H -6.760 6.823 -2.772 0.105
H -5.663 6.094 -1.620 0.105
H -7.801 5.678 -1.153 0.079
C 3.601 -3.498 5.651 -0.094
C 2.241 -3.986 6.046 -0.320
O 1.369 -3.843 4.921 -0.091
H 4.338 -3.937 6.323 0.075
H 3.772 -2.422 5.644 0.076
H 3.852 -3.873 4.659 0.071
H 1.937 -3.445 6.943 0.106
H 2.230 -5.041 6.319 0.110
H 0.654 -4.483 4.931 0.077
C -3.189 -2.316 6.686 -0.103
C -2.524 -1.124 6.026 -0.304
O -1.135 -1.159 6.319 -0.099
H -4.251 -2.264 6.447 0.067
H -3.186 -2.426 7.771 0.074
H -2.866 -3.292 6.324 0.067
H -2.883 -0.201 6.480 0.114
H -2.600 -1.206 4.941 0.110
H -0.703 -1.919 5.922 0.062
C 16.531 1.192 4.401 -0.089
O 16.637 -0.234 4.550 -0.194
C 15.466 -0.943 4.370 -0.251
C 14.495 -0.695 5.564 -0.197
N 13.376 -1.621 5.742 -0.083
C 12.498 -1.844 4.585 -0.190
C 11.807 -0.561 4.020 -0.243
O 11.228 -0.909 2.816 -0.198
C 10.266 -0.017 2.259 -0.086
H 15.901 1.498 3.566 0.086
H 17.526 1.569 4.162 0.086
H 16.162 1.648 5.319 0.082
H 15.752 -1.993 4.309 0.124
H 15.065 -0.714 3.382 0.115
H 14.074 0.308 5.494 0.102
H 15.100 -0.672 6.471 0.122
H 13.651 -2.555 6.013 0.101
H 11.680 -2.562 4.644 0.118
H 13.206 -2.320 3.906 0.103
H 12.556 0.198 3.792 0.110
H 11.151 -0.231 4.825 0.127
H 10.787 0.925 2.088 0.079
H 9.431 0.175 2.933 0.088
H 10.017 -0.359 1.255 0.089
C -1.392 -0.649 -9.300 -0.130
O -0.794 0.505 -8.778 -0.167
C -1.763 1.555 -8.885 -0.251
C -1.291 2.891 -8.426 -0.195
N -0.902 2.862 -6.976 -0.049
C -0.156 4.010 -6.489 -0.215
C 0.451 3.759 -5.089 -0.226
O 1.328 2.648 -5.158 -0.199
C 2.008 2.443 -3.934 -0.109
H -1.822 -0.467 -10.285 0.082
H -2.154 -1.072 -8.645 0.086
H -0.583 -1.349 -9.512 0.091
H -2.648 1.293 -8.306 0.120
H -2.062 1.713 -9.921 0.119
H -2.059 3.632 -8.646 0.120
H -0.426 3.183 -9.022 0.114
H -0.322 2.061 -6.769 0.093
H -0.841 4.840 -6.319 0.113
H 0.667 4.303 -7.141 0.115
H -0.271 3.530 -4.306 0.118
H 1.004 4.653 -4.800 0.117
H 2.317 1.397 -3.925 0.087
H 1.434 2.645 -3.030 0.080
H 2.894 3.077 -3.905 0.085
C -2.896 -6.510 -2.811 -0.086
O -2.400 -5.462 -3.610 -0.186
C -1.580 -4.571 -2.929 -0.272
C -1.343 -3.326 -3.723 -0.235
N -2.609 -2.655 -3.820 -0.051
C -2.531 -1.527 -4.734 -0.215
C -3.869 -0.882 -5.001 -0.219
O -4.743 -1.812 -5.673 -0.198
C -5.943 -1.122 -6.173 -0.084
H -3.668 -6.125 -2.144 0.080
H -1.989 -6.888 -2.340 0.088
H -3.287 -7.300 -3.452 0.090
H -0.603 -4.998 -2.703 0.124
H -2.010 -4.195 -2.001 0.120
H -1.040 -3.624 -4.726 0.122
H -0.530 -2.782 -3.242 0.126
H -3.255 -3.316 -4.228 0.105
H -2.071 -1.790 -5.687 0.112
H -1.816 -0.836 -4.287 0.119
H -3.857 0.099 -5.477 0.110
H -4.418 -0.705 -4.076 0.114
H -5.781 -0.111 -6.546 0.079
H -6.753 -1.145 -5.444 0.078
H -6.435 -1.672 -6.976 0.077
C 1.368 6.354 0.785 -0.124
O 2.004 5.691 1.813 -0.179
C 2.330 6.489 2.904 -0.239
C 3.208 5.673 3.886 -0.206
N 2.470 4.590 4.492 -0.072
C 1.475 5.000 5.488 -0.171
C 0.139 4.135 5.306 -0.208
O -0.684 4.514 4.216 -0.212
C -1.752 3.578 3.969 -0.080
H 1.780 7.349 0.620 0.091
H 0.281 6.278 0.780 0.089
H 1.654 5.779 -0.096 0.084
H 1.522 7.016 3.410 0.120
H 3.018 7.269 2.577 0.113
H 3.726 6.303 4.610 0.117
H 4.054 5.238 3.353 0.113
H 1.953 4.198 3.718 0.083
H 1.241 6.064 5.470 0.106
H 1.875 4.748 6.470 0.105
H -0.398 4.188 6.253 0.110
H 0.395 3.084 5.172 0.113
H -1.325 2.606 3.723 0.075
H -2.356 3.929 3.132 0.086
H -2.322 3.538 4.897 0.084
C -7.228 -5.506 -1.824 -0.066
C -7.295 -4.177 -1.073 -0.443
C -6.071 -3.957 -0.302 -0.208
O -5.907 -4.915 0.742 -0.191
C -4.865 -4.797 1.633 -0.142
N -7.550 -3.118 -2.061 0.052
H -8.153 -5.740 -2.351 0.075
H -7.044 -6.333 -1.138 0.075
H -6.470 -5.579 -2.605 0.070
H -8.182 -4.288 -0.448 0.146
H -6.133 -3.030 0.267 0.128
H -5.183 -4.006 -0.932 0.127
H -3.970 -5.050 1.064 0.076
H -4.800 -5.561 2.408 0.088
H -4.626 -3.820 2.054 0.084
H -6.736 -2.936 -2.630 0.065
H -7.757 -2.237 -1.614 0.061
C -2.233 1.141 -0.019 -0.051
C -0.850 0.447 -0.070 -0.432
C 0.114 0.824 1.042 -0.237
O 1.387 0.325 0.728 -0.213
C 2.394 0.559 1.750 -0.061
N -1.173 -0.952 0.153 0.031
H -1.929 2.188 -0.025 0.063
H -2.711 0.921 0.936 0.077
H -2.856 0.997 -0.902 0.072
H -0.317 0.581 -1.011 0.132
H -0.281 0.417 1.973 0.126
H 0.210 1.909 1.086 0.122
H 3.280 0.086 1.328 0.080
H 2.072 0.012 2.636 0.086
H 2.542 1.617 1.968 0.082
H -1.620 -1.321 -0.674 0.063
H -0.369 -1.554 0.254 0.060
C 4.134 -5.035 -0.049 -0.057
C 3.843 -3.510 -0.037 -0.413
C 4.214 -2.815 -1.359 -0.196
O 5.604 -2.910 -1.678 -0.192
C 5.929 -2.081 -2.772 -0.115
N 2.445 -3.269 0.384 0.044
H 4.100 -5.483 0.944 0.068
H 5.094 -5.200 -0.537 0.071
H 3.363 -5.549 -0.624 0.072
H 4.497 -3.128 0.747 0.127
H 3.939 -1.761 -1.298 0.109
H 3.665 -3.164 -2.233 0.127
H 5.479 -1.095 -2.652 0.083
H 5.613 -2.588 -3.684 0.086
H 7.010 -2.002 -2.884 0.087
H 2.384 -3.486 1.369 0.065
H 2.307 -2.272 0.460 0.037
C -8.482 1.655 1.510 -0.057
C -9.413 1.226 0.340 -0.451
C -10.771 1.889 0.330 -0.197
O -11.620 1.573 1.455 -0.175
C -12.936 2.143 1.384 -0.115
N -8.751 1.396 -0.926 0.037
H -7.517 1.149 1.523 0.066
H -8.945 1.359 2.451 0.073
H -8.213 2.712 1.493 0.074
H -9.571 0.153 0.452 0.133
H -11.268 1.546 -0.577 0.125
H -10.618 2.967 0.274 0.125
H -13.007 3.154 1.785 0.074
H -13.647 1.613 2.018 0.082
H -13.387 2.299 0.404 0.081
H -8.774 2.346 -1.269 0.063
H -7.776 1.353 -0.665 0.060

---

[2]
130
Properties=species:S:1:pos:R:3:lowdin_charge:R:1 method="wB97M-V/def2-TZVPD" homo_lumo_gap_ev="7.9 / 7.7" energy_ev=-121152.2127 spin_multiplicity=4 homo_energy_ha="-0.30412 / -0.30413" relative_energy_kj_mol=411.5
O -1.161 -0.603 -1.771 -0.112
C 0.083 -0.332 -1.376 -0.618
Cl 0.588 -1.083 0.284 0.525
C 1.224 0.524 -2.165 -0.249
Si 1.045 0.625 -4.075 0.560
C -0.782 1.015 -4.679 -0.273
C -1.220 0.095 -5.992 -0.282
C -2.320 -1.024 -5.415 -0.494
S -3.973 -0.549 -6.156 0.819
C -5.416 -1.281 -5.192 -0.932
S -6.964 -1.146 -5.963 0.582
N -5.342 -1.926 -3.827 -0.226
C -6.200 -3.165 -3.707 -0.184
C -7.678 -2.933 -3.041 -0.189
O -7.730 -1.941 -1.956 -0.219
C -7.148 -0.663 -2.408 -0.176
C -5.552 -0.946 -2.695 -0.147
O 1.797 -0.701 -4.968 -0.464
Si 1.276 -2.274 -4.397 0.381
P 2.738 -3.363 -3.173 0.720
O 2.874 -2.658 -1.569 -0.440
O 2.034 -4.963 -2.881 -0.396
H 1.152 1.645 -1.759 0.121
H 2.300 0.151 -1.826 0.098
H 1.812 1.834 -4.479 0.003
H -1.571 0.954 -3.819 0.075
H -0.822 2.141 -5.073 0.095
H -0.308 -0.399 -6.536 0.099
H -1.718 0.833 -6.786 0.102
H -1.954 -2.122 -5.708 0.092
H -2.406 -1.020 -4.247 0.069
H -5.614 -3.934 -3.013 0.126
H -6.323 -3.708 -4.746 0.130
H -8.148 -3.936 -2.610 0.122
H -8.457 -2.561 -3.865 0.111
H -7.680 -0.177 -3.330 0.107
H -7.225 0.110 -1.519 0.138
H -5.075 -1.386 -1.693 0.150
H -5.018 0.059 -2.978 0.134
H 1.023 -3.100 -5.601 -0.029
H -0.033 -2.228 -3.697 -0.035
H 3.340 -3.282 -0.939 0.065
H 1.055 -4.885 -3.153 0.053
C 5.403 2.694 -1.555 -0.031
C 4.900 3.972 -2.282 -0.464
C 5.973 5.094 -2.235 -0.145
C 6.075 5.789 -0.887 -0.187
C 4.710 6.318 -0.463 -0.136
C 3.619 5.216 -0.439 -0.469
N 3.577 4.398 -1.707 -0.020
O 2.930 5.179 -2.683 -0.035
C 3.862 4.301 0.793 -0.047
C 2.247 5.895 -0.114 -0.046
C 4.807 3.501 -3.778 -0.046
H 4.932 1.791 -1.964 0.077
H 6.487 2.576 -1.675 0.091
H 5.211 2.664 -0.490 0.049
H 5.745 5.854 -2.994 0.123
H 6.957 4.690 -2.504 0.121
H 6.484 5.104 -0.136 0.101
H 6.783 6.623 -0.961 0.115
H 4.802 6.783 0.529 0.127
H 4.418 7.124 -1.149 0.124
H 3.236 3.405 0.751 0.091
H 3.617 4.821 1.728 0.080
H 4.905 4.000 0.908 0.042
H 1.982 6.682 -0.827 0.074
H 2.266 6.375 0.871 0.084
H 1.435 5.153 -0.102 0.087
H 4.026 2.744 -3.911 0.055
H 5.756 3.054 -4.101 0.090
H 4.603 4.327 -4.469 0.078
C -6.434 -5.673 0.385 -0.028
C -7.117 -6.932 -0.218 -0.461
C -8.609 -6.647 -0.547 -0.143
C -9.514 -6.627 0.673 -0.187
C -9.364 -7.923 1.461 -0.142
C -7.896 -8.217 1.862 -0.474
N -6.933 -8.104 0.706 -0.018
O -7.075 -9.272 -0.068 -0.032
C -7.489 -7.248 3.007 -0.053
C -7.850 -9.622 2.551 -0.050
C -6.377 -7.097 -1.594 -0.045
H -5.356 -5.667 0.180 0.085
H -6.851 -4.755 -0.047 0.086
H -6.524 -5.570 1.460 0.049
H -8.986 -7.412 -1.238 0.124
H -8.705 -5.692 -1.079 0.103
H -9.289 -5.756 1.299 0.109
H -10.555 -6.514 0.352 0.115
H -10.000 -7.870 2.357 0.125
H -9.763 -8.748 0.856 0.124
H -6.412 -7.289 3.197 0.092
H -7.991 -7.512 3.947 0.084
H -7.777 -6.213 2.820 0.060
H -8.239 -10.421 1.912 0.074
H -8.460 -9.638 3.461 0.081
H -6.820 -9.884 2.840 0.090
H -5.322 -7.359 -1.450 0.087
H -6.408 -6.160 -2.164 0.065
H -6.834 -7.863 -2.230 0.077
C 7.504 2.546 5.393 -0.033
C 7.001 3.825 4.666 -0.462
C 8.075 4.947 4.714 -0.146
C 8.177 5.642 6.061 -0.189
C 6.812 6.171 6.486 -0.141
C 5.721 5.069 6.509 -0.473
N 5.679 4.251 5.242 -0.013
O 5.031 5.032 4.265 -0.038
C 5.964 4.154 7.741 -0.052
C 4.349 5.748 6.835 -0.049
C 6.909 3.354 3.170 -0.050
H 7.034 1.644 4.984 0.085
H 8.589 2.429 5.273 0.091
H 7.312 2.516 6.458 0.048
H 7.847 5.707 3.955 0.122
H 9.059 4.543 4.444 0.121
H 8.586 4.957 6.812 0.108
H 8.884 6.476 5.987 0.115
H 6.904 6.636 7.478 0.126
H 6.520 6.977 5.800 0.124
H 5.338 3.258 7.699 0.093
H 5.719 4.674 8.676 0.085
H 7.007 3.853 7.857 0.060
H 4.083 6.534 6.121 0.074
H 4.368 6.228 7.820 0.082
H 3.536 5.005 6.846 0.090
H 6.127 2.597 3.037 0.087
H 7.858 2.907 2.847 0.090
H 6.704 4.180 2.479 0.059